Entry 1:
C41H80N3O9 | the ωB97M-V functional and the def2-TZVPD basis

Bonds (Å) are listed after each position.
Element x y z (Å)
1 C 6.11 -4.32 -1.24  C2 1.586, H19 1.126, H20 1.122, H21 1.118
2 C 4.70 -3.64 -1.51  C1 1.586, O3 1.438, H22 1.120, H23 1.133
3 O 4.81 -2.76 -2.64  C2 1.438, C4 1.437
4 C 3.51 -2.34 -3.09  O3 1.437, C5 1.602, H24 1.127, H25 1.120
5 C 3.26 -0.85 -2.57  C4 1.602, O6 1.430, H26 1.126, H27 1.129
6 O 1.88 -0.45 -2.51  C5 1.430, N7 1.373
7 N 1.23 -0.53 -1.30  O6 1.373, C8 1.508, C10 1.515, C13 1.533
8 C 1.68 -1.56 -0.29  N7 1.508, C9 1.583, H28 1.128, H29 1.125
9 C 2.65 -1.05 0.86  C8 1.583, H30 1.114, H31 1.128, H32 1.119
10 C 1.04 0.87 -0.75  N7 1.515, C11 1.572, H33 1.118, H34 1.127
11 C 2.30 1.81 -0.80  C10 1.572, N12 1.489, H35 1.117, H36 1.129
12 N 2.27 2.86 0.26  C11 1.489, H37 1.023, H38 1.020
13 C -0.18 -0.97 -1.69  N7 1.533, C14 1.488, C18 1.460
14 C -0.35 -1.74 -2.95  C13 1.488, C15 1.461, H39 1.106
15 C -1.75 -2.09 -3.20  C14 1.461, C16 1.451, H40 1.137
16 C -2.88 -1.72 -2.37  C15 1.451, N17 1.359, H41 1.117
17 N -2.69 -1.02 -1.22  C16 1.359, C18 1.357
18 C -1.40 -0.70 -0.93  C13 1.460, N17 1.357, H42 1.124
19 H 6.77 -3.57 -0.72  C1 1.126
20 H 5.98 -5.20 -0.55  C1 1.122
21 H 6.63 -4.62 -2.19  C1 1.118
22 H 3.92 -4.43 -1.69  C2 1.120
23 H 4.50 -3.01 -0.59  C2 1.133
24 H 3.61 -2.29 -4.22  C4 1.127
25 H 2.69 -3.05 -2.80  C4 1.120
26 H 3.89 -0.62 -1.66  C5 1.126
27 H 3.73 -0.21 -3.37  C5 1.129
28 H 0.75 -1.88 0.26  C8 1.128
29 H 2.05 -2.52 -0.74  C8 1.125
30 H 3.63 -0.64 0.52  C9 1.114
31 H 2.87 -1.95 1.50  C9 1.128
32 H 2.06 -0.35 1.51  C9 1.119
33 H 0.64 0.85 0.29  C10 1.118
34 H 0.26 1.34 -1.42  C10 1.127
35 H 2.47 2.32 -1.77  C11 1.117
36 H 3.23 1.22 -0.58  C11 1.129
37 H 1.32 3.22 0.33  N12 1.023
38 H 2.61 2.48 1.15  N12 1.020
39 H 0.49 -2.05 -3.61  C14 1.106
40 H -1.97 -2.71 -4.13  C15 1.137
41 H -3.92 -2.00 -2.65  C16 1.117
42 H -1.26 -0.15 0.04  C18 1.124
43 C -3.71 1.23 -7.49  C44 1.517, C47 1.518, H48 1.090, H49 1.094
44 C -3.05 1.71 -6.20  C43 1.517, C45 1.518, H50 1.094, H51 1.090
45 C -2.72 0.39 -5.52  C44 1.518, O46 1.433, H52 1.096, H53 1.093
46 O -2.47 -0.57 -6.56  C45 1.433, C47 1.435
47 C -2.90 -0.01 -7.81  C43 1.518, O46 1.435, H54 1.095, H55 1.091
48 H -3.69 1.97 -8.29  C43 1.090
49 H -4.75 0.97 -7.29  C43 1.094
50 H -2.13 2.25 -6.44  C44 1.094
51 H -3.68 2.35 -5.60  C44 1.090
52 H -3.56 0.03 -4.92  C45 1.096
53 H -1.84 0.46 -4.88  C45 1.093
54 H -2.01 0.23 -8.39  C47 1.095
55 H -3.48 -0.76 -8.36  C47 1.091
56 C 0.29 7.65 -1.14  C57 1.518, C60 1.518, H61 1.090, H62 1.094
57 C 1.63 7.15 -1.64  C56 1.518, C58 1.518, H63 1.094, H64 1.090
58 C 1.82 5.89 -0.81  C57 1.518, O59 1.437, H65 1.094, H66 1.091
59 O 0.51 5.37 -0.55  C58 1.437, C60 1.435
60 C -0.47 6.36 -0.91  C56 1.518, O59 1.435, H67 1.095, H68 1.091
61 H -0.22 8.32 -1.84  C56 1.090
62 H 0.41 8.18 -0.19  C56 1.094
63 H 1.56 6.90 -2.70  C57 1.094
64 H 2.44 7.87 -1.51  C57 1.090
65 H 2.29 6.11 0.15  C58 1.094
66 H 2.41 5.14 -1.33  C58 1.091
67 H -0.97 6.02 -1.83  C60 1.095
68 H -1.22 6.44 -0.12  C60 1.091
69 C -3.43 -5.60 -7.23  C70 1.517, C73 1.518, H74 1.090, H75 1.094
70 C -4.45 -5.33 -6.15  C69 1.517, C71 1.518, H76 1.094, H77 1.090
71 C -3.57 -5.03 -4.95  C70 1.518, O72 1.436, H78 1.095, H79 1.093
72 O -2.37 -4.43 -5.46  C71 1.436, C73 1.436
73 C -2.33 -4.61 -6.88  C69 1.518, O72 1.436, H80 1.095, H81 1.091
74 H -3.81 -5.47 -8.24  C69 1.090
75 H -3.04 -6.62 -7.14  C69 1.094
76 H -5.05 -4.45 -6.41  C70 1.094
77 H -5.13 -6.16 -5.97  C70 1.090
78 H -3.30 -5.94 -4.42  C71 1.095
79 H -4.05 -4.34 -4.24  C71 1.093
80 H -2.52 -3.63 -7.34  C73 1.095
81 H -1.34 -4.95 -7.19  C73 1.091
82 C -5.39 1.36 1.21  C83 1.516, C86 1.514, H87 1.091, H88 1.094
83 C -6.67 0.86 1.85  C82 1.516, C84 1.519, H89 1.094, H90 1.090
84 C -7.66 0.98 0.70  C83 1.519, O85 1.435, H91 1.095, H92 1.091
85 O -6.91 0.79 -0.51  C84 1.435, C86 1.434
86 C -5.51 0.83 -0.21  C82 1.514, O85 1.434, H93 1.094, H94 1.092
87 H -4.48 1.01 1.71  C82 1.091
88 H -5.38 2.45 1.20  C82 1.094
89 H -6.55 -0.19 2.13  C83 1.094
90 H -6.96 1.42 2.73  C83 1.090
91 H -8.10 1.98 0.66  C84 1.095
92 H -8.46 0.25 0.76  C84 1.091
93 H -5.12 -0.19 -0.28  C86 1.094
94 H -4.99 1.46 -0.94  C86 1.092
95 C 2.81 -2.04 6.19  C96 1.520, C99 1.515, H100 1.090, H101 1.094
96 C 4.20 -1.48 5.92  C95 1.520, C97 1.520, H102 1.094, H103 1.090
97 C 4.14 -1.21 4.42  C96 1.520, O98 1.437, H104 1.096, H105 1.092
98 O 2.78 -0.90 4.11  C97 1.437, C99 1.429
99 C 1.96 -1.22 5.24  C95 1.515, O98 1.429, H106 1.096, H107 1.092
100 H 2.50 -1.95 7.23  C95 1.090
101 H 2.78 -3.09 5.91  C95 1.094
102 H 4.33 -0.54 6.46  C96 1.094
103 H 5.01 -2.15 6.20  C96 1.090
104 H 4.42 -2.10 3.85  C97 1.096
105 H 4.79 -0.39 4.12  C97 1.092
106 H 1.64 -0.28 5.71  C99 1.096
107 H 1.07 -1.76 4.90  C99 1.092
108 C -3.27 -0.61 4.29  C109 1.515, C112 1.511, H113 1.091, H114 1.094
109 C -3.07 -0.60 5.80  C108 1.515, C110 1.518, H115 1.094, H116 1.090
110 C -2.56 -2.01 6.05  C109 1.518, O111 1.437, H117 1.095, H118 1.091
111 O -1.85 -2.41 4.87  C110 1.437, C112 1.434
112 C -2.12 -1.47 3.82  C108 1.511, O111 1.434, H119 1.097, H120 1.092
113 H -3.27 0.38 3.84  C108 1.091
114 H -4.22 -1.10 4.05  C108 1.094
115 H -2.30 0.13 6.06  C109 1.094
116 H -3.98 -0.37 6.36  C109 1.090
117 H -3.39 -2.71 6.20  C110 1.095
118 H -1.90 -2.07 6.92  C110 1.091
119 H -1.22 -0.87 3.67  C112 1.097
120 H -2.35 -2.01 2.90  C112 1.092
121 C 4.12 3.60 7.21  C122 1.517, C125 1.518, H126 1.090, H127 1.094
122 C 5.52 3.93 7.69  C121 1.517, C123 1.518, H128 1.094, H129 1.090
123 C 6.21 2.58 7.60  C122 1.518, O124 1.435, H130 1.095, H131 1.091
124 O 5.59 1.88 6.51  C123 1.435, C125 1.433
125 C 4.40 2.57 6.12  C121 1.518, O124 1.433, H132 1.096, H133 1.093
126 H 3.57 4.47 6.84  C121 1.090
127 H 3.54 3.14 8.02  C121 1.094
128 H 5.99 4.64 7.01  C122 1.094
129 H 5.55 4.35 8.70  C122 1.090
130 H 6.06 1.99 8.51  C123 1.095
131 H 7.28 2.67 7.41  C123 1.091
132 H 4.59 3.06 5.16  C125 1.096
133 H 3.58 1.86 6.00  C125 1.093

Calculated values
Energy   -66698.541 eV
Charge   +1

Atom charges from the Löwdin analysis, given in e for atoms 1 to 6:
1 C -0.07
2 C -0.26
3 O -0.17
4 C -0.16
5 C -0.11
6 O -0.08

Entry 2:
C41H80O7S | the ωB97M-V functional and the def2-TZVPD basis

Bonds (Å) are listed after each position.
Element x y z (Å)
1 C -0.20 -5.24 -0.40  C2 1.542, H26 1.101, H27 1.099, H28 1.104
2 C 0.98 -5.45 -1.38  C1 1.542, O3 1.189, O4 1.354
3 O 0.82 -5.38 -2.55  C2 1.189
4 O 2.16 -5.74 -0.77  C2 1.354, C5 1.435
5 C 3.28 -5.74 -1.67  O4 1.435, C6 1.542, H29 1.104, H30 1.106
6 C 3.65 -4.33 -2.19  C5 1.542, C7 1.567, H31 1.106, H32 1.106
7 C 3.77 -3.26 -1.05  C6 1.567, C8 1.559, H33 1.104, H34 1.101
8 C 3.57 -1.88 -1.74  C7 1.559, C9 1.554, H35 1.102, H36 1.109
9 C 3.88 -0.67 -0.81  C8 1.554, C10 1.578, H37 1.106, H38 1.105
10 C 4.07 0.61 -1.71  C9 1.578, C11 1.518, H39 1.100, H40 1.108
11 C 2.95 0.69 -2.73  C10 1.518, C12 1.323, C24 1.534
12 C 3.04 0.33 -4.00  C11 1.323, C13 1.528, H41 1.094
13 C 1.76 0.47 -4.82  C12 1.528, O14 1.184, C15 1.534
14 O 1.74 0.89 -5.92  C13 1.184
15 C 0.49 0.04 -4.06  C13 1.534, C16 1.536, C23 1.327
16 C -0.59 -0.78 -4.78  C15 1.536, C17 1.557, H42 1.100, H43 1.113
17 C -1.96 -0.77 -4.05  C16 1.557, C18 1.555, H44 1.105, H45 1.100
18 C -2.16 -1.98 -3.10  C17 1.555, S19 1.803, H46 1.107, H47 1.105
19 S -2.46 -1.53 -1.38  C18 1.803, O20 1.445, O21 1.445, O22 1.625
20 O -2.88 -0.15 -1.26  S19 1.445
21 O -1.27 -1.70 -0.58  S19 1.445
22 O -3.66 -2.40 -0.71  S19 1.625, H48 0.978
23 C 0.40 0.42 -2.80  C15 1.327, C24 1.534, H49 1.093
24 C 1.59 1.19 -2.22  C11 1.534, C23 1.534, O25 1.183
25 O 1.48 2.09 -1.46  C24 1.183
26 H 0.11 -5.62 0.58  C1 1.101
27 H -1.07 -5.78 -0.80  C1 1.099
28 H -0.43 -4.17 -0.38  C1 1.104
29 H 4.16 -6.18 -1.17  C5 1.104
30 H 3.09 -6.40 -2.54  C5 1.106
31 H 2.87 -3.99 -2.89  C6 1.106
32 H 4.60 -4.34 -2.76  C6 1.106
33 H 2.90 -3.44 -0.39  C7 1.104
34 H 4.72 -3.33 -0.50  C7 1.101
35 H 2.52 -1.87 -2.10  C8 1.102
36 H 4.30 -1.83 -2.57  C8 1.109
37 H 3.02 -0.51 -0.13  C9 1.106
38 H 4.78 -0.84 -0.19  C9 1.105
39 H 5.08 0.67 -2.16  C10 1.100
40 H 3.95 1.47 -1.02  C10 1.108
41 H 3.97 -0.05 -4.41  C12 1.094
42 H -0.67 -0.53 -5.85  C16 1.100
43 H -0.23 -1.83 -4.74  C16 1.113
44 H -2.73 -0.84 -4.84  C17 1.105
45 H -2.12 0.21 -3.57  C17 1.100
46 H -3.04 -2.56 -3.44  C18 1.107
47 H -1.31 -2.69 -3.13  C18 1.105
48 H -3.73 -2.00 0.18  O22 0.978
49 H -0.46 0.21 -2.15  C23 1.093
50 C -10.50 -2.13 1.59  C51 1.525, H56 1.091, H57 1.092, H58 1.092
51 C -9.32 -2.67 0.79  C50 1.525, C52 1.528, H59 1.093, H60 1.094
52 C -7.99 -2.02 1.15  C51 1.528, C53 1.531, H61 1.095, H62 1.095
53 C -7.91 -0.51 0.88  C52 1.531, C54 1.529, H63 1.096, H64 1.094
54 C -8.17 -0.10 -0.57  C53 1.529, C55 1.524, H65 1.094, H66 1.094
55 C -7.16 -0.67 -1.55  C54 1.524, H67 1.093, H68 1.092, H69 1.092
56 H -10.65 -1.06 1.40  C50 1.091
57 H -11.41 -2.65 1.32  C50 1.092
58 H -10.34 -2.27 2.66  C50 1.092
59 H -9.52 -2.57 -0.28  C51 1.093
60 H -9.23 -3.75 0.98  C51 1.094
61 H -7.18 -2.53 0.61  C52 1.095
62 H -7.78 -2.18 2.22  C52 1.095
63 H -6.91 -0.16 1.17  C53 1.096
64 H -8.61 0.02 1.53  C53 1.094
65 H -8.14 0.99 -0.63  C54 1.094
66 H -9.18 -0.40 -0.87  C54 1.094
67 H -6.14 -0.35 -1.29  C55 1.093
68 H -7.37 -0.33 -2.56  C55 1.092
69 H -7.18 -1.77 -1.57  C55 1.092
70 C -3.07 4.22 -8.39  C71 1.525, H76 1.092, H77 1.092, H78 1.092
71 C -2.57 4.83 -7.09  C70 1.525, C72 1.528, H79 1.094, H80 1.094
72 C -1.55 3.95 -6.37  C71 1.528, C73 1.530, H81 1.094, H82 1.095
73 C -2.06 2.58 -5.92  C72 1.530, C74 1.530, H83 1.097, H84 1.095
74 C -3.28 2.61 -5.00  C73 1.530, C75 1.525, H85 1.094, H86 1.094
75 C -3.00 3.31 -3.67  C74 1.525, H87 1.093, H88 1.092, H89 1.091
76 H -3.59 3.27 -8.23  C70 1.092
77 H -3.78 4.89 -8.88  C70 1.092
78 H -2.25 4.04 -9.08  C70 1.092
79 H -3.42 5.04 -6.43  C71 1.094
80 H -2.11 5.79 -7.31  C71 1.094
81 H -1.17 4.50 -5.50  C72 1.094
82 H -0.69 3.80 -7.03  C72 1.095
83 H -1.24 2.06 -5.42  C73 1.097
84 H -2.31 1.98 -6.81  C73 1.095
85 H -3.58 1.58 -4.79  C74 1.094
86 H -4.13 3.09 -5.49  C74 1.094
87 H -2.18 2.83 -3.13  C75 1.093
88 H -3.89 3.28 -3.03  C75 1.092
89 H -2.74 4.36 -3.81  C75 1.091
90 C -0.19 0.49 1.68  C91 1.525, H96 1.092, H97 1.092, H98 1.091
91 C 1.12 1.03 2.24  C90 1.525, C92 1.529, H99 1.094, H100 1.094
92 C 2.03 -0.06 2.82  C91 1.529, C93 1.530, H101 1.095, H102 1.095
93 C 1.45 -0.82 4.01  C92 1.530, C94 1.529, H103 1.096, H104 1.094
94 C 1.05 0.05 5.21  C93 1.529, C95 1.524, H105 1.094, H106 1.094
95 C 2.23 0.79 5.83  C94 1.524, H107 1.093, H108 1.092, H109 1.091
96 H -0.79 0.01 2.46  C90 1.092
97 H -0.79 1.30 1.26  C90 1.092
98 H 0.00 -0.24 0.89  C90 1.091
99 H 0.91 1.79 3.00  C91 1.094
100 H 1.66 1.54 1.44  C91 1.094
101 H 2.98 0.40 3.11  C92 1.095
102 H 2.26 -0.78 2.03  C92 1.095
103 H 2.19 -1.56 4.34  C93 1.096
104 H 0.57 -1.39 3.69  C93 1.094
105 H 0.61 -0.59 5.97  C94 1.094
106 H 0.28 0.77 4.92  C94 1.094
107 H 3.00 0.09 6.16  C95 1.093
108 H 1.91 1.37 6.69  C95 1.092
109 H 2.69 1.49 5.12  C95 1.091
110 C 5.52 2.49 5.57  C111 1.525, H116 1.091, H117 1.092, H118 1.093
111 C 6.84 3.04 6.13  C110 1.525, C112 1.528, H119 1.094, H120 1.094
112 C 7.74 1.95 6.71  C111 1.528, C113 1.531, H121 1.094, H122 1.095
113 C 7.16 1.19 7.90  C112 1.531, C114 1.529, H123 1.095, H124 1.094
114 C 6.77 2.07 9.10  C113 1.529, C115 1.525, H125 1.094, H126 1.094
115 C 7.94 2.81 9.71  C114 1.525, H127 1.092, H128 1.092, H129 1.091
116 H 4.92 2.02 6.35  C110 1.091
117 H 4.93 3.30 5.14  C110 1.092
118 H 5.71 1.76 4.78  C110 1.093
119 H 6.63 3.80 6.88  C111 1.094
120 H 7.37 3.54 5.32  C111 1.094
121 H 8.70 2.41 7.00  C112 1.094
122 H 7.98 1.23 5.92  C112 1.095
123 H 7.90 0.46 8.24  C113 1.095
124 H 6.28 0.62 7.58  C113 1.094
125 H 6.32 1.43 9.86  C114 1.094
126 H 5.99 2.79 8.80  C114 1.094
127 H 8.71 2.11 10.05  C115 1.092
128 H 7.62 3.40 10.58  C115 1.092
129 H 8.40 3.51 9.01  C115 1.091

Calculated values
SMILES   CC(=O)OCCCCCCC1=CC(=O)C(CCCS(=O)(=O)O)=CC1=O.CCCCCC.CCCCCC.CCCCCC.CCCCCC
Energy   -68981.705 eV

Atom charges from the Löwdin analysis, given in e for atoms 1 to 6:
1 C 0.03
2 C -0.54
3 O 0.10
4 O -0.01
5 C -0.18
6 C -0.18

In the order shown, the computed max |F| values come out to 4.43; 3.89 eV Å⁻¹.